90
Properties=species:S:1:pos:R:3:forces:R:3:lowdin_spin:R:1 method="wB97M-V/def2-TZVPD" spin_multiplicity=4 de_lowest_kj_mol=0.0 homo_ev="-9.6 / -10.1" charge=+1 s2=3.7819
Au -0.00540 0.37780 -0.29720 0.04 -0.64 -0.02 0.35
C 2.30500 2.85440 0.99020 0.26 0.09 0.20 0.01
As 1.27560 2.66210 -0.62990 -0.59 0.61 0.37 0.15
C 2.50950 3.49240 -1.90500 0.02 -0.19 0.00 0.06
C -0.09740 4.04420 -0.26290 0.27 0.14 -0.03 0.01
C -1.42570 4.02330 -1.06060 0.01 0.00 -0.11 0.00
C -1.86230 5.47990 -1.24880 -0.05 -0.22 0.08 0.00
C -2.49880 3.27760 -0.25580 0.09 0.10 -0.02 0.02
As -2.16050 1.35630 0.03090 -1.08 0.38 0.28 0.05
C -2.72710 1.11300 1.85980 -0.03 -0.10 0.26 0.01
C -3.63810 0.54470 -0.93020 -0.06 -0.12 -0.08 0.01
C -1.19660 3.33850 -2.41010 -0.11 -0.32 -0.20 0.00
As -2.55240 3.09450 -3.90270 0.07 0.19 0.09 0.00
C -4.32560 3.72050 -3.26880 0.19 0.01 -0.01 0.00
C -2.12430 4.71180 -4.94590 -0.02 -0.03 0.09 0.00
H 2.55640 3.90900 1.14190 -0.05 -0.12 -0.01 0.00
H 3.22660 2.28500 0.87620 -0.12 0.07 0.05 0.00
H 1.76360 2.48150 1.86070 -0.09 0.03 -0.12 0.00
H 2.65750 4.53420 -1.61430 -0.02 -0.06 -0.02 0.01
H 2.15400 3.43190 -2.93400 -0.05 0.00 0.12 0.00
H 3.45270 2.94710 -1.81740 -0.07 0.08 0.00 0.00
H 0.40470 5.00770 -0.42260 -0.04 -0.16 0.06 0.00
H -0.31450 3.97340 0.81090 0.16 0.03 -0.11 0.00
H -1.94650 5.97650 -0.28400 0.00 0.09 0.09 0.00
H -2.82540 5.54350 -1.74490 -0.10 0.03 -0.06 0.00
H -1.12890 6.01570 -1.84810 0.06 0.07 -0.06 0.00
H -3.46260 3.35090 -0.77160 0.14 -0.09 0.15 0.00
H -2.61110 3.74630 0.73160 0.00 -0.18 -0.16 0.00
H -3.75670 1.45970 1.99740 0.19 -0.05 -0.11 0.00
H -2.06950 1.65980 2.53940 -0.04 -0.04 -0.11 0.00
H -2.66550 0.04780 2.09260 -0.04 0.10 0.00 0.00
H -4.57500 0.97020 -0.55220 0.22 0.01 -0.06 0.00
H -3.63690 -0.53050 -0.74180 0.10 0.09 -0.04 0.00
H -3.55890 0.72930 -2.00570 0.05 -0.01 0.15 0.00
H -0.87320 2.30160 -2.19260 -0.09 0.38 -0.32 0.00
H -0.34700 3.83200 -2.89960 -0.11 -0.08 -0.11 0.00
H -4.73580 3.08470 -2.48620 0.04 -0.03 -0.01 0.00
H -4.99580 3.64750 -4.12700 0.10 -0.06 -0.03 0.00
H -4.32500 4.75690 -2.94210 0.02 0.03 0.07 0.00
H -1.12260 4.63840 -5.36760 0.01 -0.07 0.05 0.00
H -2.18950 5.61130 -4.33620 -0.01 0.02 0.05 0.00
H -2.82600 4.80340 -5.77470 -0.03 -0.08 0.04 0.00
C -1.12600 -2.22900 -4.63370 0.02 0.05 0.33 0.00
C -1.40580 -1.91170 -3.17810 -0.31 0.15 -0.14 0.00
O -0.23750 -2.21800 -2.40650 0.07 -0.06 0.06 0.00
P -0.28220 -3.05770 -1.04740 1.49 -0.80 0.24 0.02
S -1.08970 -1.92140 0.43330 0.03 0.67 -0.17 0.21
S 1.53080 -3.81050 -0.73770 -1.00 0.37 -0.23 0.01
O -1.39100 -4.18030 -1.26340 -0.14 0.50 0.06 0.01
C -1.06740 -5.57290 -1.37350 0.16 -0.56 -0.12 0.00
C -0.61700 -5.91900 -2.77810 -0.11 0.19 0.15 0.00
H -1.97980 -1.93910 -5.24030 -0.07 0.01 -0.10 0.00
H -0.94030 -3.29310 -4.75900 -0.01 -0.07 -0.03 0.00
H -0.24870 -1.68320 -4.97030 0.07 0.06 -0.09 0.00
H -2.25860 -2.49330 -2.81230 0.08 0.16 -0.01 0.00
H -1.60920 -0.83920 -3.04680 -0.06 -0.17 0.01 0.00
H -1.98720 -6.09330 -1.10330 0.10 0.02 0.01 0.00
H -0.28200 -5.81880 -0.65360 -0.16 0.08 -0.03 0.00
H -1.44000 -5.81680 -3.48160 -0.05 0.00 -0.11 0.00
H -0.25350 -6.94250 -2.80420 0.02 -0.13 -0.04 0.00
H 0.19530 -5.25570 -3.07450 0.06 -0.06 -0.02 0.00
C 7.93160 2.27410 0.16220 -0.01 0.11 -0.12 0.00
C 7.27050 1.56760 1.32220 -0.44 -0.48 -0.52 0.00
S 5.76160 0.70710 0.78990 0.12 0.16 0.71 0.00
O 4.96950 1.56980 -0.06100 0.49 0.02 -0.55 0.00
O 5.08450 0.23630 1.97650 0.43 -0.23 0.05 0.00
C 6.33150 -0.73730 -0.16260 -0.19 0.65 0.26 0.01
C 5.19900 -1.73940 -0.34160 0.43 -0.27 0.24 0.00
N 3.98640 -1.10970 -0.79570 -0.35 0.43 -0.61 0.01
C 2.83670 -1.01050 -0.08350 -0.33 -0.14 0.17 0.05
N 1.91100 -0.39600 -0.79490 0.43 0.00 0.11 0.08
C 2.45250 -0.04610 -1.99410 1.15 -0.53 -0.50 0.15
C 3.77120 -0.48450 -2.01700 -2.50 0.03 1.07 -0.01
N 4.67320 -0.26870 -2.99450 0.55 -0.72 1.39 0.36
O 4.32200 0.42760 -4.00750 -0.34 1.03 -1.69 0.78
O 5.86870 -0.71460 -2.95620 0.84 -0.35 -0.65 0.59
C 2.65260 -1.46690 1.30820 0.25 0.07 0.29 0.01
H 8.78480 2.85170 0.51420 0.01 -0.01 -0.03 0.00
H 7.21560 2.94700 -0.30610 0.09 0.08 -0.06 0.00
H 8.28060 1.56520 -0.58620 0.08 0.01 -0.07 0.00
H 6.95210 2.25620 2.10240 -0.21 -0.07 0.05 0.00
H 7.89350 0.79380 1.76250 0.06 -0.05 0.16 0.00
H 7.14550 -1.18390 0.39990 0.15 -0.05 0.01 0.00
H 6.66910 -0.37890 -1.13580 0.18 0.07 0.24 0.00
H 4.97880 -2.22480 0.61010 -0.01 0.00 -0.18 0.00
H 5.50430 -2.49180 -1.07770 -0.02 0.09 0.27 0.00
H 1.88630 0.41750 -2.77890 0.05 0.08 -0.08 0.01
H 2.90780 -2.51910 1.42240 -0.14 -0.01 -0.05 0.00
H 1.61210 -1.32360 1.59080 -0.02 -0.15 -0.06 0.00
H 3.29770 -0.88150 1.96650 -0.14 -0.04 -0.02 0.00

10
Properties=species:S:1:pos:R:3:forces:R:3:mulliken_charge:R:1 method="wB97M-V/def2-TZVPD" de_lowest_kj_mol=401.7 homo_ev="-8.7 / -8.7" charge=0
C -0.90537 -1.96607 0.11583 -0.23 -0.62 -0.23 0.14
C -1.24289 0.34395 0.12602 -0.88 -1.01 1.86 0.07
C -0.05924 0.99337 0.02384 4.09 1.21 0.53 0.69
C 1.27097 0.32269 -0.16975 -2.39 -2.87 -2.27 -1.01
O -1.20394 -2.88830 0.69721 0.15 0.60 -0.10 -0.16
O 0.05450 2.15532 0.43909 -1.57 0.48 -0.14 -0.57
Cl -2.71953 0.64743 -0.37746 -1.35 0.28 -0.99 -0.05
H 1.21885 -0.77258 -0.15082 -0.01 0.18 0.22 0.23
H 1.99440 0.64713 0.45887 1.82 1.31 2.21 0.36
H 1.59225 0.51706 -1.16281 0.36 0.43 -1.09 0.29

10
Properties=species:S:1:pos:R:3:forces:R:3:mulliken_charge:R:1 method="wB97M-V/def2-TZVPD" de_lowest_kj_mol=184.3 homo_ev=-9.0 charge=0
C 0.60956 -0.81571 1.72516 -1.70 -0.10 0.25 -0.15
C -0.52919 1.24019 -0.99901 -1.61 -2.58 1.57 -0.80
O 1.50627 -0.31516 -0.80791 1.00 -0.71 -0.21 -0.58
F -0.18659 -0.31540 2.75126 0.43 0.41 -0.49 -0.25
S 0.79411 0.48446 0.19795 -0.28 -0.08 -0.01 0.48
I -2.66235 0.84272 -0.62771 0.70 0.12 0.10 0.05
H 1.65860 -0.74822 2.06399 -0.34 -0.27 -0.45 0.21
H 0.17962 -1.85383 1.59879 0.96 1.12 -0.81 0.27
H -0.39319 2.23785 -0.68190 0.11 1.29 -0.79 0.39
H -0.42677 0.79720 -2.01081 0.72 0.80 0.85 0.38

50
Properties=species:S:1:pos:R:3:forces:R:3:lowdin_spin:R:1 method="wB97M-V/def2-TZVPD" spin_multiplicity=4 de_lowest_kj_mol=0.0 homo_ev="-15.1 / -15.1" charge=+2 s2=3.7524
Nd -0.19030 0.18177 0.15032 -0.12 -2.80 -2.76 3.03
C 2.26366 -0.45949 -3.12166 -0.03 0.14 -0.05 0.00
C 0.84278 -0.36338 -3.66189 -0.03 -0.10 0.06 0.00
S -0.48713 -1.01368 -2.62410 0.12 0.01 0.04 0.00
C -0.13693 -2.78057 -2.40279 0.04 0.07 0.04 0.00
C 1.03761 -3.19372 -1.51984 -0.11 -0.02 0.01 0.00
S 0.98766 -2.52970 0.17212 0.14 0.01 -0.05 0.00
C 2.71677 -2.04425 0.45060 -0.05 -0.05 -0.09 0.00
C 3.42042 -1.23232 -0.64248 -0.06 0.10 0.15 0.00
S 2.47065 0.12732 -1.40702 0.10 -0.21 0.05 0.00
H 2.90659 0.16648 -3.73966 0.01 -0.06 -0.05 0.00
H 2.64272 -1.47533 -3.18366 0.01 0.00 -0.02 0.00
H 0.78784 -0.85801 -4.63230 0.03 0.07 -0.04 0.00
H 0.54914 0.67769 -3.80681 0.04 0.00 -0.07 0.00
H -0.00549 -3.21019 -3.39696 -0.05 -0.05 0.02 0.00
H -1.07253 -3.16692 -1.99797 0.01 -0.07 -0.03 0.00
H 1.98470 -2.90098 -1.95817 0.01 -0.06 -0.03 0.00
H 1.03092 -4.28005 -1.43253 0.04 -0.01 -0.07 0.00
H 3.29445 -2.94857 0.64288 0.05 0.04 0.05 0.00
H 2.66635 -1.48616 1.38678 0.07 0.00 0.01 0.00
H 3.77897 -1.86997 -1.44754 0.03 0.01 0.00 0.00
H 4.29755 -0.76392 -0.19733 0.06 -0.09 -0.02 0.00
C -0.68774 4.11196 2.53981 0.05 -0.06 0.02 0.00
C 0.08809 2.79995 2.61237 0.00 -0.38 -0.31 0.00
O 0.97341 2.68036 3.71087 -0.06 0.04 -0.02 0.00
P 1.23013 2.61249 1.17955 0.68 0.45 -0.06 0.00
O 2.17304 1.36569 1.49668 -0.04 0.69 -0.06 0.00
O 2.23525 3.79746 1.09520 -0.13 0.23 0.03 0.00
O 0.51091 2.26935 -0.09844 0.46 1.34 0.62 0.00
P -1.01015 1.30124 2.50190 -0.33 0.52 0.90 0.00
O -1.76189 1.39499 3.86935 -0.07 -0.02 0.13 0.00
O -0.10545 0.07358 2.35526 -0.27 0.35 0.93 -0.01
O -1.87093 1.37780 1.25428 0.10 0.22 0.55 0.00
H -0.00399 4.95466 2.64365 0.00 0.00 0.02 0.00
H -1.41430 4.15735 3.35154 0.01 0.02 0.01 0.00
H -1.23088 4.19160 1.59722 -0.02 -0.01 0.01 0.00
H 0.48320 2.71431 4.54399 0.01 0.05 0.01 0.00
H 2.70090 1.48526 2.30524 -0.10 -0.22 0.08 0.00
H 1.94979 4.65388 0.74228 0.03 -0.04 0.03 0.00
H -2.28698 0.64027 4.17370 0.04 0.03 0.00 0.00
C -4.18259 -2.23678 0.13020 0.06 -0.07 0.05 0.00
C -3.18902 -1.19837 -0.26437 -0.28 -0.08 -0.07 0.00
C -3.67902 0.04351 -0.92882 0.00 0.01 0.05 0.00
O -1.99124 -1.36424 -0.01192 -0.43 -0.08 -0.06 0.00
H -5.13158 -2.12463 -0.38597 0.00 0.01 0.01 0.00
H -4.35770 -2.14340 1.20668 -0.01 0.04 -0.01 0.00
H -3.76988 -3.23213 -0.03021 0.01 0.00 -0.01 0.00
H -4.45026 -0.18231 -1.66381 0.01 -0.01 0.00 0.00
H -2.87367 0.60567 -1.39775 0.02 0.02 -0.02 0.00
H -4.13384 0.67446 -0.15850 -0.03 -0.02 0.00 0.00

13
Properties=species:S:1:pos:R:3:forces:R:3:mulliken_charge:R:1 method="wB97M-V/def2-TZVPD" de_lowest_kj_mol=169.4 homo_ev=-9.6 charge=0
F -0.65267 -2.25074 0.85768 -0.13 0.12 0.23 -0.29
C -0.50429 -0.98005 0.46857 -0.03 -0.28 0.43 0.32
C -1.16418 0.07982 0.94906 0.94 -0.16 0.11 -0.84
C -0.75053 1.27721 0.14351 0.23 -0.46 1.38 0.16
O -1.08968 1.17438 -1.21213 -0.09 0.04 -0.90 -0.44
C 0.22356 0.79147 -0.82939 0.99 -0.44 -0.60 -0.22
C 0.46978 -0.74284 -0.64184 -0.28 1.08 -0.10 -0.25
S 2.23649 -1.19597 -0.33895 -0.75 -0.03 -0.33 -0.18
H -1.71575 0.12020 1.87556 -0.42 -0.18 -0.26 0.43
H -0.71420 2.26459 0.60560 -0.08 -0.17 -0.29 0.43
H 1.05340 1.40296 -1.19111 -0.32 -0.17 -0.05 0.46
H 0.20662 -1.36510 -1.50812 0.02 0.40 0.02 0.29
H 2.40146 -0.57594 0.82155 -0.08 0.25 0.36 0.14

60
Properties=species:S:1:pos:R:3:forces:R:3:lowdin_spin:R:1 method="wB97M-V/def2-TZVPD" spin_multiplicity=5 de_lowest_kj_mol=0.0 homo_ev="-6.5 / -8.3" charge=0 s2=6.0235
Pt 1.10717 -0.18332 0.98043 -0.17 0.12 0.46 0.91
S 1.62849 -0.12326 3.30766 0.01 0.08 -0.02 0.45
S 3.55610 -0.57279 3.49485 0.02 0.06 0.20 0.34
S 4.27281 -1.40525 1.78105 0.09 -0.17 -0.11 0.30
S 3.15327 -0.78829 0.21116 0.20 -0.07 -0.26 0.46
C -1.19964 -7.76579 -1.02741 0.00 -0.03 0.00 0.01
C -1.09517 -6.29342 -0.74387 0.01 -0.02 -0.01 0.03
C -2.01829 -5.65336 0.07253 0.00 0.00 0.04 0.00
C -1.94329 -4.29350 0.34172 0.06 -0.04 -0.01 0.03
C -2.98477 -3.68226 1.24108 -0.04 0.01 0.01 0.02
C -0.89488 -3.55046 -0.23012 0.09 -0.11 -0.10 0.11
Te -0.91744 -1.46876 0.07818 -0.23 0.05 -0.19 0.79
C 0.05797 -4.17498 -1.05217 -0.09 -0.05 0.08 0.03
C 1.20542 -3.46528 -1.71309 0.04 0.00 -0.07 0.01
C -0.06756 -5.53976 -1.28958 0.01 0.01 0.02 -0.01
H -2.05632 -8.20677 -0.51986 0.00 0.00 0.00 0.00
H -0.30300 -8.29278 -0.69706 0.00 0.01 0.00 0.00
H -1.30886 -7.95023 -2.09733 0.00 0.01 0.00 0.00
H -2.81876 -6.23201 0.52017 -0.01 0.01 0.00 0.00
H -3.57297 -4.46587 1.71643 -0.01 0.01 0.00 0.00
H -3.66974 -3.03999 0.68323 0.02 0.01 -0.02 0.00
H -2.53991 -3.07024 2.02584 0.01 -0.02 0.02 0.01
H 1.37314 -2.46968 -1.31824 0.00 0.08 0.06 0.01
H 1.03239 -3.37522 -2.78820 -0.02 0.00 0.01 0.00
H 2.12431 -4.03679 -1.57673 0.00 0.01 -0.02 0.00
H 0.66874 -6.02477 -1.92261 0.00 0.00 0.00 0.00
C 3.92812 5.23698 0.98098 0.03 0.02 0.00 0.00
C 2.59848 5.54917 1.22132 -0.02 -0.01 0.01 0.00
C 1.61470 4.58833 1.03237 -0.02 -0.01 0.00 0.01
C 1.93566 3.29856 0.59961 0.08 0.04 0.01 0.03
C 3.28164 3.00591 0.36532 -0.01 0.02 0.01 0.01
C 4.26915 3.96274 0.55094 -0.02 -0.02 0.00 0.00
Si 0.59443 2.03367 0.24634 0.01 -0.01 -0.12 0.22
C 0.08152 2.18687 -1.55691 0.00 0.06 -0.11 0.03
C 0.40548 1.22412 -2.51268 0.00 -0.04 0.02 0.01
C 0.05866 1.38509 -3.84861 0.00 -0.02 0.01 0.00
C -0.62725 2.51862 -4.25450 0.00 0.03 0.00 0.00
C -0.95555 3.49497 -3.32206 0.00 -0.02 -0.03 0.00
C -0.59993 3.32927 -1.99290 0.01 0.02 0.05 0.01
C -0.89098 2.40447 1.33363 -0.08 0.05 0.07 0.06
C -2.20466 2.28572 0.86933 0.00 -0.05 -0.03 0.03
C -3.28736 2.49897 1.71079 0.01 -0.01 0.00 0.00
C -3.07771 2.83059 3.04166 -0.01 0.00 0.01 0.03
C -1.78171 2.94318 3.52846 -0.01 -0.01 0.00 0.00
C -0.70394 2.72774 2.68442 0.01 -0.02 0.00 0.03
H 4.69748 5.98405 1.13064 0.00 0.00 0.00 0.00
H 2.32560 6.54154 1.55804 0.00 0.00 0.00 0.00
H 0.58123 4.84974 1.23086 -0.01 0.00 0.00 0.00
H 3.56590 2.01274 0.03834 0.00 -0.02 -0.01 0.01
H 5.30571 3.71122 0.36430 0.00 0.00 0.00 0.00
H 0.93655 0.32864 -2.20747 0.00 0.00 0.01 0.00
H 0.32343 0.62262 -4.57065 0.00 0.00 0.00 0.00
H -0.90343 2.64504 -5.29370 0.00 0.00 0.00 0.00
H -1.48669 4.38579 -3.63313 0.00 0.00 0.00 0.00
H -0.85973 4.10640 -1.28121 0.00 -0.01 0.01 0.00
H -2.38703 2.02140 -0.16672 0.02 0.02 -0.02 0.00
H -4.29554 2.40585 1.32690 0.00 0.00 0.00 0.00
H -3.92146 2.99858 3.69895 0.00 0.00 0.00 0.00
H -1.61232 3.19542 4.56771 0.00 0.00 0.00 0.00
H 0.30231 2.81083 3.08160 0.01 0.01 -0.01 0.00

32
Properties=species:S:1:pos:R:3:forces:R:3:mulliken_charge:R:1 method="wB97M-V/def2-TZVPD" de_lowest_kj_mol=194.4 homo_ev=-7.8 charge=0
N 1.24771 0.86685 0.30566 1.61 -0.01 1.30 -0.49
C 1.66479 0.78795 -1.05544 2.00 -0.80 -0.79 -0.48
C 1.68434 -0.65716 -1.58125 -1.00 -0.74 -0.76 -0.69
N 0.30603 -1.28851 -1.71280 1.84 -0.53 1.07 -0.35
C 0.08506 -2.58316 -0.92763 -1.17 1.62 0.09 -0.24
C -1.31753 -2.53239 -0.11812 -0.26 1.25 -0.69 -0.68
N -1.42668 -2.29987 1.33010 -1.35 1.53 -1.80 -0.49
H 1.31853 1.80831 0.65801 -0.13 -0.39 0.04 0.40
H 0.36397 0.47173 0.53329 -0.64 -0.51 -0.34 0.14
H 2.77318 1.11919 -1.22303 -1.78 -0.25 0.78 0.28
H 1.06810 1.43198 -1.67511 -0.43 0.21 -0.82 0.39
H 2.11617 -0.61928 -2.62095 -0.04 -0.16 1.02 0.28
H 2.31015 -1.32600 -0.91276 -0.56 0.91 -0.80 0.30
H -0.40309 -0.55963 -1.70138 -0.09 -0.58 0.42 0.22
H 0.01036 -3.39892 -1.66021 0.01 0.12 0.21 0.30
H 0.96743 -2.79974 -0.28174 -0.67 0.30 -0.24 0.22
H -1.90687 -1.70174 -0.61348 0.67 -0.69 0.47 0.22
H -1.91770 -3.40749 -0.41464 0.42 -0.08 0.42 0.35
H -1.34766 -1.35254 1.75745 0.16 -1.54 -1.39 0.25
H -0.99332 -2.95826 1.89438 0.99 -1.16 0.99 0.22
O -1.68934 2.16175 1.21413 0.23 -0.26 0.29 -0.62
H -1.70884 2.91718 1.80552 -0.30 0.07 0.17 0.27
H -0.75268 1.90217 1.24233 -0.43 0.08 -0.29 0.29
O 0.47893 3.42942 0.41749 3.86 -0.84 -3.56 -0.60
H 0.06525 4.12393 0.81165 -1.92 3.26 1.78 0.26
H 1.16895 3.87801 -0.20238 -1.79 -1.26 1.58 0.27
O 0.27538 -1.28277 2.90823 -1.70 -0.55 1.01 -0.62
H 1.13577 -1.29948 2.58310 2.40 0.01 -1.06 0.29
H 0.20857 -0.49214 3.40855 0.03 1.11 0.86 0.28
O -1.80209 1.90043 -1.76135 2.43 4.25 -0.39 -0.63
H -2.27583 1.22205 -1.41339 -2.30 -3.16 1.62 0.29
H -1.70701 2.53814 -0.99426 -0.09 -1.22 -1.19 0.35

7
Properties=species:S:1:pos:R:3:forces:R:3:lowdin_spin:R:1 method="wB97M-V/def2-TZVPD" spin_multiplicity=9 homo_ev="-12.4 / -12.8" charge=+1 s2=20.0156
H 0.77051 2.27586 -1.01046 -0.08 0.01 -0.10 -0.02
C 1.68101 0.65542 0.46538 0.93 0.24 1.20 0.25
C 0.55198 -0.16415 0.30895 -0.70 1.22 -0.25 0.23
O -0.41017 0.14004 -0.41391 -0.41 -0.62 -0.25 0.20
O 2.55057 1.15575 1.04865 -0.91 -0.43 -1.07 0.24
F 0.54543 -1.24884 1.05580 0.28 0.00 -0.28 0.05
Eu -1.17292 1.89471 -1.88504 0.88 -0.43 0.75 7.05

| no. | DFT total energy (Ha) |
| --- | --- |
| 1 | -9900.67677 |
| 2 | -764.72592 |
| 3 | -949.47545 |
| 4 | -3474.59990 |
| 5 | -766.74488 |
| 6 | -3314.04733 |
| 7 | -630.12518 |
| 8 | -1037.10321 |